#a
6
Properties=species:S:1:pos:R:3:lowdin_charge:R:1 method="wB97M-V/def2-TZVPD" lumo_energy_ha=-0.007 homo_lumo_gap_ev=8.524 smiles="C1=P[SiH2]1" charge=0
H -0.853 -0.567 -1.464 -0.061
H 0.555 1.921 0.460 -0.068
P 1.675 -0.212 -0.055 0.628
Si -0.486 -0.604 0.167 0.329
H -1.392 -1.520 0.830 -0.125
C 0.501 0.982 0.061 -0.704


#b
6
Properties=species:S:1:pos:R:3:lowdin_charge:R:1 method="wB97M-V/def2-TZVPD" lumo_energy_ha=-0.015 homo_lumo_gap_ev=8.032 charge=0
H 1.111 0.990 1.217 -0.190
P -1.421 0.478 -0.102 0.714
H -0.811 -1.966 -0.116 -0.098
Si 1.249 0.260 -0.103 0.482
H 0.657 1.218 -0.948 -0.283
C -0.785 -0.980 0.053 -0.625


Most stable structure, least stable structure: #a, #b.


#a
11
Properties=species:S:1:pos:R:3:lowdin_charge:R:1 method="wB97M-V/def2-TZVPD" lumo_energy_ha=0.012 homo_lumo_gap_ev=9.352 charge=0
H -0.185 0.490 -1.327 0.043
C -0.267 -0.448 -0.755 -0.554
I 2.732 0.205 -0.441 0.624
S -1.513 0.152 0.425 0.806
C 0.918 -1.032 -0.002 -0.814
H -1.740 2.437 0.068 0.022
N -1.123 1.792 0.530 -0.361
H -0.784 2.300 1.299 0.015
N 0.883 -2.074 0.700 0.086
H -0.640 -1.221 -1.413 0.074
H 1.718 -2.602 0.915 0.060


#b
11
Properties=species:S:1:pos:R:3:lowdin_charge:R:1 method="wB97M-V/def2-TZVPD" lumo_energy_ha="-0.018 / -0.018" homo_lumo_gap_ev="7.562 / 7.562" charge=0
C -0.015 -1.199 0.844 -0.362
H -2.503 2.486 0.804 0.083
N -1.689 2.292 0.262 0.087
H 0.193 -2.053 0.227 0.020
S 0.860 0.173 0.712 0.406
H 1.885 0.891 -1.160 0.030
N 1.391 0.046 -0.879 -0.332
H 0.604 -0.122 -1.493 0.039
I 3.358 0.223 1.577 0.117
H -0.557 -1.343 1.759 0.007
C -0.731 2.056 -0.346 -0.094


Most stable structure, least stable structure: #a, #b.


#a
14
Properties=species:S:1:pos:R:3:lowdin_charge:R:1 method="wB97M-V/def2-TZVPD" lumo_energy_ha=0.006 homo_lumo_gap_ev=9.575 charge=0
H -2.497 -0.088 -1.549 0.088
C -2.155 0.467 -0.640 -0.109
H -2.987 0.312 0.057 0.075
C -0.927 -0.186 -0.053 -0.583
H -1.960 1.620 -0.664 0.118
H 2.025 0.029 1.450 0.096
C 0.196 0.361 0.366 -0.329
S 2.248 -1.282 -0.706 0.657
C 0.604 1.695 -0.050 -0.212
H 3.455 -1.632 -0.054 -0.100
H 1.014 -1.492 1.366 0.065
N 0.785 2.785 -0.247 0.177
Cl -1.178 -1.998 -0.026 0.630
C 1.377 -0.591 0.751 -0.573


#b
14
Properties=species:S:1:pos:R:3:lowdin_charge:R:1 method="wB97M-V/def2-TZVPD" lumo_energy_ha="0.010 / 0.010" homo_lumo_gap_ev="7.973 / 7.974" smiles="C=C=[N+](C)[S-].C#CCl" charge=0
H -0.352 2.007 2.155 0.031
H -0.138 -1.890 0.245 0.062
H -0.679 2.092 -1.348 0.062
Cl -3.207 -0.662 1.324 0.590
N 1.111 -0.369 -0.172 -0.621
H 0.414 1.648 -2.735 0.121
C 0.594 0.508 -0.950 -0.190
C 0.113 1.433 -1.623 0.042
H 1.368 -2.498 0.076 0.067
C -1.115 1.299 1.928 0.013
H 0.812 -2.101 -1.312 0.075
S 2.241 -0.073 1.029 0.470
C -1.868 0.377 1.721 -0.629
C 0.708 -1.772 -0.336 -0.092


Most stable structure, least stable structure: #a, #b.


#a
14
Properties=species:S:1:pos:R:3:lowdin_charge:R:1 method="wB97M-V/def2-TZVPD" lumo_energy_ha=0.038 homo_lumo_gap_ev=9.156 smiles="CN/N=C/NN" charge=0
N 1.217 -0.525 -1.308 -0.114
N 0.393 -1.170 -2.206 -0.035
H -1.695 1.752 2.062 0.091
N 0.979 0.240 0.884 -0.026
H 0.902 -1.315 -3.081 0.078
H -1.656 -0.121 1.348 0.097
H 0.238 0.619 2.599 0.086
H 0.186 -2.174 -1.928 0.102
H 2.003 -1.056 -0.977 0.119
H -0.544 0.222 -0.483 0.083
N 0.212 1.077 1.689 -0.136
C 0.499 0.009 -0.261 -0.280
H -1.446 1.481 0.325 0.077
C -1.288 0.962 1.337 -0.142


#b
14
Properties=species:S:1:pos:R:3:lowdin_charge:R:1 method="wB97M-V/def2-TZVPD" lumo_energy_ha=0.030 homo_lumo_gap_ev=10.202 smiles="[H]/N=C/N.[H]/N=C/N" charge=0
H -3.942 -1.189 2.076 0.109
N -2.027 -1.453 1.366 0.049
N 3.629 1.541 -0.110 0.049
H -1.443 -1.368 0.542 0.084
H 1.831 0.628 -0.763 0.101
H 2.053 1.297 -2.882 0.031
N -3.826 -1.395 -0.030 0.060
C -3.393 -1.388 1.148 -0.402
H -4.705 -1.011 -0.338 0.032
H -1.638 -2.012 2.096 0.068
H 4.574 1.685 -0.395 0.075
N 2.862 1.457 -2.292 0.057
C 2.746 1.125 -1.076 -0.394
H 3.280 2.084 0.657 0.080


Most stable structure, least stable structure: #b, #a.


#a
15
Properties=species:S:1:pos:R:3:lowdin_charge:R:1 method="wB97M-V/def2-TZVPD" lumo_energy_ha=0.157 homo_lumo_gap_ev=7.612 smiles="C[C@@H](C=O)NC[O-]" charge=-1
O -0.220 -1.175 -1.456 -0.067
H -1.366 1.503 1.459 0.086
H 3.027 0.162 0.511 0.079
H 0.845 1.321 0.487 0.101
C 0.844 0.283 0.246 -0.318
O -1.257 1.076 -0.456 -0.282
N -0.342 -0.299 1.168 -0.050
C -1.401 0.606 0.788 -0.508
H -0.426 -1.322 0.914 0.098
H 2.025 -0.381 1.882 0.105
H -2.444 0.069 0.744 0.110
H 0.564 0.714 -2.024 0.122
H 2.218 -1.435 0.276 0.042
C 2.040 -0.461 0.675 -0.135
C 0.145 -0.052 -1.230 -0.384


#b
15
Properties=species:S:1:pos:R:3:lowdin_charge:R:1 method="wB97M-V/def2-TZVPD" lumo_energy_ha=0.152 homo_lumo_gap_ev=8.051 charge=-1
C -0.730 2.340 -0.329 -0.335
H 0.014 -3.265 0.628 0.055
H -0.268 2.682 0.594 0.057
H -0.193 -1.164 1.995 0.092
H 0.873 1.290 -0.807 0.019
C 0.677 -0.619 0.218 -0.662
C -0.836 -2.608 0.513 -0.131
N 0.560 0.643 -0.107 0.071
O 1.624 -1.390 -0.050 -0.088
H -1.701 -2.900 1.132 0.060
H -1.053 -2.582 -0.570 0.077
C -0.551 -1.191 0.972 -0.215
O -0.449 2.974 -1.355 -0.153
H -1.385 -0.494 0.998 0.085
H -1.739 1.865 -0.218 0.070


Most stable structure, least stable structure: #b, #a.


#a
22
Properties=species:S:1:pos:R:3:lowdin_charge:R:1 method="wB97M-V/def2-TZVPD" lumo_energy_ha=-0.111 homo_lumo_gap_ev=8.722 charge=+1
H 1.332 2.256 -1.646 0.098
C 0.017 0.513 0.755 -0.386
H 1.958 -1.045 -2.244 0.079
C -1.647 -1.297 0.715 -0.121
H -1.607 -0.519 -1.238 0.170
C -1.299 0.070 1.304 -0.136
H 2.074 2.037 -0.128 0.092
N 1.229 2.082 -0.667 0.074
N 1.135 -0.219 1.223 0.085
N -1.265 -1.365 -0.769 0.189
H -1.681 -2.190 -1.189 0.166
H 1.680 -0.301 -0.911 0.024
H -2.691 -1.584 0.808 0.129
H -1.180 -2.148 1.177 0.119
H 1.833 0.300 1.734 0.103
H -0.246 -1.348 -0.910 0.084
H -0.872 2.032 -0.156 0.122
H -1.288 -0.117 2.383 0.131
H 1.167 -1.214 1.368 0.096
O 1.259 -0.804 -1.626 -0.062
H -2.122 0.765 1.220 0.120
C 0.109 1.570 -0.067 -0.176


#b
22
Properties=species:S:1:pos:R:3:lowdin_charge:R:1 method="wB97M-V/def2-TZVPD" lumo_energy_ha=-0.115 homo_lumo_gap_ev=9.111 charge=+1
N -0.942 0.588 0.742 0.219
H -0.926 1.620 0.681 0.165
H 1.755 3.916 2.402 0.104
H 1.106 -2.399 0.907 0.053
C -0.607 -0.083 -0.556 -0.294
H 2.714 -0.337 -0.293 0.098
H 1.926 3.334 0.840 0.002
H -1.861 0.414 1.007 0.115
H -3.014 -2.165 -1.465 0.113
N 1.156 -1.426 0.932 0.006
H -0.053 0.215 1.370 0.217
H 2.028 -1.801 -0.914 0.130
O 1.349 3.735 1.474 -0.098
C -1.452 -1.007 -1.126 -0.148
H 1.051 1.078 -1.405 0.140
C 0.762 -0.047 -1.165 -0.199
H -3.106 -1.400 0.116 0.100
H -0.974 -1.519 -2.030 0.152
N -2.587 -1.628 -0.716 0.093
H 1.639 -1.223 1.796 0.076
C 1.773 -0.848 -0.354 -0.202
H 0.681 -0.437 -2.303 0.157


Most stable structure, least stable structure: #a, #b.